Entry 1:
{
  "formula": "C25H36F6N10OSbTcTe",
  "method": "the ωB97M-V functional and the def2-TZVPD basis",
  "max_force_ha_per_bohr": 0.02489,
  "multiplicity": 3,
  "molar_mass_g_mol": 953.98,
  "orbital_gap_ev": [4.99, 5.08],
  "symbols": ["Tc", "C", "N", "C", "C", "C", "C", "C", "C", "C", "C", "H", "H", "H", "H", "H", "H", "H", "H", "H", "H", "H", "H", "N", "C", "N", "N", "N", "N", "C", "N", "N", "N", "N", "H", "F", "Sb", "F", "F", "F", "F", "F", "C", "C", "C", "C", "C", "C", "C", "C", "C", "C", "C", "C", "O", "H", "H", "H", "H", "H", "H", "H", "H", "H", "H", "H", "H", "H", "H", "H", "H", "H", "C", "Te", "C", "H", "H", "H", "H", "H", "H"],
  "positions_angstrom": [[0.2549, 0.5982, -0.0419], [-1.2218, 1.2293, 2.8769], [-0.7911, 1.8890, 1.6221], [0.1695, 2.9659, 2.0092], [-1.9659, 2.5221, 0.9951], [-1.5992, 2.9574, -0.3706], [-2.2338, 4.0126, -1.0145], [-1.9437, 4.2847, -2.3417], [-1.0268, 3.4924, -3.0269], [-0.3844, 2.4474, -2.3860], [-0.6520, 2.2131, -1.0424], [-1.6375, 1.9885, 3.5437], [-0.3633, 0.7710, 3.3646], [-1.9909, 0.4953, 2.6748], [-0.3410, 3.6428, 2.7021], [0.4850, 3.5232, 1.1298], [1.0339, 2.5297, 2.4934], [-2.3183, 3.3523, 1.6108], [-2.7704, 1.7834, 0.9439], [-2.9688, 4.6026, -0.4753], [-2.4384, 5.1061, -2.8464], [-0.8148, 3.6788, -4.0723], [0.3152, 1.8340, -2.9363], [-2.5141, -1.3400, 0.9943], [-1.3255, -1.5856, 1.5935], [-1.1348, -2.5052, 2.5284], [0.1381, -2.3854, 2.8876], [0.7014, -1.4390, 2.2219], [-0.2248, -0.8690, 1.3558], [-2.5408, -0.8481, -0.2932], [-3.5557, -1.0085, -1.0878], [-3.1433, -0.4539, -2.2638], [-1.9601, 0.0210, -2.1622], [-1.5254, -0.1951, -0.8783], [-3.2826, -1.9494, 1.2399], [1.7195, 1.0685, 1.0764], [2.7942, -1.0114, 2.6240], [2.9972, -0.9148, 0.7477], [3.0446, -2.8352, 2.2053], [2.9576, -1.7374, 4.3466], [1.9436, 0.3915, 3.5657], [4.4048, -0.1064, 2.7212], [1.3218, -2.6097, -1.6467], [1.5778, -1.9601, -3.0089], [0.2927, -1.4999, -3.7058], [2.6126, -0.8515, -3.0104], [3.6599, -0.9985, -3.9099], [4.6059, -0.0095, -4.0966], [4.5385, 1.1296, -3.3201], [3.5576, 1.3202, -2.3513], [3.7869, 2.5425, -1.4680], [4.5394, 2.1354, -0.1924], [2.5843, 3.4276, -1.1560], [2.5578, 0.3274, -2.2462], [1.4477, 0.5120, -1.4232], [0.7497, -3.5244, -1.7936], [0.7255, -1.9765, -0.9883], [2.2505, -2.8543, -1.1323], [2.0059, -2.7448, -3.6333], [-0.2146, -0.7217, -3.1428], [-0.4030, -2.3354, -3.8131], [0.5146, -1.1066, -4.7043], [3.7102, -1.9098, -4.4934], [5.3951, -0.1299, -4.8301], [5.2980, 1.8941, -3.4335], [4.4822, 3.1593, -2.0357], [3.9705, 1.4274, 0.4002], [4.7369, 3.0210, 0.4204], [5.4969, 1.6686, -0.4369], [1.9317, 2.9733, -0.4110], [1.9924, 3.6488, -2.0457], [2.9406, 4.3763, -0.7464], [-2.6961, -5.2285, -3.0850], [-2.3105, -4.0733, -1.3405], [-1.3308, -5.6746, -0.3188], [-3.2686, -6.1136, -2.8134], [-1.7547, -5.5111, -3.5530], [-3.2772, -4.6090, -3.7696], [-0.8275, -6.3088, -1.0494], [-2.0576, -6.2557, 0.2432], [-0.5901, -5.2573, 0.3653]],
  "forces_ev_per_a": [[0.1, 1.2, -0.1], [0.2, 0.1, 0.1], [0.2, 0.0, -0.2], [-0.1, 0.0, 0.0], [-0.1, -0.1, 0.1], [-0.2, 0.2, -0.2], [0.0, 0.1, 0.0], [0.1, 0.0, 0.0], [-0.1, 0.1, 0.0], [0.2, 0.1, -0.1], [0.3, -0.3, 0.1], [0.0, 0.0, 0.0], [0.0, 0.0, 0.0], [-0.1, 0.0, 0.0], [0.0, 0.0, -0.1], [0.0, 0.0, 0.0], [0.0, 0.0, 0.0], [0.0, 0.0, 0.1], [0.0, -0.1, 0.0], [0.1, 0.0, -0.1], [0.0, -0.1, 0.0], [0.0, 0.0, 0.0], [-0.1, 0.0, 0.0], [-0.1, 0.0, 0.0], [0.3, 0.1, 0.0], [0.3, 0.0, 0.2], [-0.2, 0.4, -0.3], [-1.2, -0.2, -0.5], [0.8, -0.7, 0.4], [0.1, 0.2, 0.0], [-0.2, 0.3, -0.6], [0.2, 0.0, 0.2], [-0.6, 0.0, 0.5], [0.3, -0.2, -0.2], [0.0, -0.1, 0.0], [-0.3, 0.2, -0.2], [0.2, -1.1, 0.4], [-0.2, 0.3, -0.4], [0.1, -0.2, -0.1], [-0.1, 0.1, 0.4], [-0.2, 0.5, -0.3], [0.6, 0.2, 0.0], [0.1, 0.1, -0.1], [-0.1, 0.1, 0.1], [0.2, 0.0, -0.1], [-0.2, 0.0, -0.1], [0.1, 0.0, -0.1], [0.0, 0.0, 0.0], [0.1, -0.1, 0.0], [-0.2, 0.1, 0.2], [-0.1, -0.1, 0.2], [0.0, 0.1, 0.0], [0.0, 0.0, 0.0], [-0.1, 0.3, 0.1], [0.0, -0.8, 0.1], [0.0, 0.0, 0.0], [0.0, 0.0, 0.0], [0.0, 0.0, 0.0], [0.1, 0.0, 0.0], [0.1, 0.0, -0.1], [0.0, 0.0, 0.0], [0.0, -0.1, 0.1], [0.0, 0.0, 0.0], [-0.1, 0.0, 0.1], [0.0, 0.0, 0.0], [0.0, 0.1, -0.1], [-0.1, -0.1, 0.1], [0.0, -0.1, 0.0], [-0.1, 0.0, 0.0], [0.1, 0.0, -0.1], [0.0, 0.0, 0.0], [0.0, 0.0, 0.0], [-0.1, 0.0, -0.1], [0.0, -0.3, 0.1], [0.1, 0.0, 0.0], [0.0, 0.1, 0.0], [-0.1, 0.0, 0.0], [0.1, -0.1, 0.1], [0.0, 0.1, 0.1], [0.0, 0.0, 0.0], [-0.1, 0.0, -0.1]]
}



Entry 2:
{
  "formula": "C51H87GaGeN5P4",
  "method": "the ωB97M-V functional and the def2-TZVPD basis",
  "charge": 2,
  "max_force_ha_per_bohr": 0.01013,
  "multiplicity": 2,
  "molar_mass_g_mol": 1036.52,
  "orbital_gap_ev": [7.28, 6.42],
  "symbols": ["Ga", "C", "C", "C", "P", "C", "N", "Ge", "N", "C", "P", "C", "C", "C", "C", "C", "C", "C", "C", "C", "C", "C", "C", "N", "C", "C", "C", "C", "C", "C", "C", "C", "C", "C", "C", "C", "N", "C", "P", "C", "C", "C", "C", "C", "C", "C", "C", "C", "H", "H", "H", "H", "H", "H", "H", "H", "H", "H", "H", "H", "H", "H", "H", "H", "H", "H", "H", "H", "H", "H", "H", "H", "H", "H", "H", "H", "H", "H", "H", "H", "H", "H", "H", "H", "H", "H", "H", "H", "H", "H", "H", "H", "H", "H", "H", "H", "H", "H", "H", "H", "H", "H", "H", "H", "H", "H", "H", "H", "C", "C", "C", "C", "P", "N", "C", "C", "C", "C", "C", "C", "C", "C", "H", "H", "H", "H", "H", "H", "H", "H", "H", "H", "H", "H", "H", "H", "H", "H", "H", "H", "H", "H", "H", "H", "H", "H", "H", "H", "H"],
  "positions_angstrom": [[0.7415, -0.0211, -0.1031], [0.2560, -1.1238, -4.1917], [-0.0040, 0.3550, -3.9170], [-0.9414, 0.8629, -5.0259], [-0.6135, 0.7414, -2.1994], [-2.3999, 0.3617, -2.4247], [-3.2230, 0.2227, -1.2512], [-2.5319, -0.0724, 0.4933], [-2.6460, 1.2850, 1.8158], [-1.5041, 1.9887, 2.3322], [0.1141, 1.1515, 2.0813], [1.2726, 2.5550, 2.4140], [0.9793, 3.3456, 3.6951], [1.2789, 3.5240, 1.2301], [0.2680, -0.1542, 3.4026], [1.3266, 0.0799, 4.4836], [-1.0729, -0.4799, 4.0676], [-3.8570, 1.9864, 1.7687], [-4.0560, 3.3003, 2.1819], [-5.3123, 3.8792, 2.0400], [-6.3673, 3.1756, 1.4828], [-6.1829, 1.8557, 1.0847], [-4.9454, 1.2741, 1.2490], [-4.6397, -0.1128, 0.9226], [-5.2507, -0.5917, -0.3070], [-6.4771, -1.2178, -0.3661], [-6.9917, -1.5892, -1.6026], [-6.2696, -1.3180, -2.7527], [-5.0206, -0.7109, -2.6925], [-4.4849, -0.3552, -1.4561], [-4.7580, -1.0241, 2.0520], [-5.8048, -1.0069, 2.9479], [-5.8428, -1.9511, 3.9675], [-4.8316, -2.8922, 4.0681], [-3.7607, -2.8934, 3.1818], [-3.7092, -1.9443, 2.1645], [-2.6688, -1.8035, 1.2399], [-1.5460, -2.6803, 1.3809], [-0.1459, -2.3675, 0.2324], [1.0711, -3.6184, 0.8573], [0.4574, -5.0143, 1.0364], [1.7320, -3.2007, 2.1721], [-0.7140, -2.9170, -1.4524], [0.3051, -3.7942, -2.1851], [-2.1004, -3.5650, -1.4799], [-0.4283, 2.5751, -1.9903], [-1.4961, 3.0686, -1.0146], [-0.4142, 3.4701, -3.2277], [0.6464, -1.2263, -5.2053], [-0.6712, -1.7005, -4.1534], [0.9755, -1.5689, -3.5122], [0.9453, 0.8924, -3.9725], [-1.7950, 0.1938, -5.1403], [-0.3942, 0.8429, -5.9690], [-1.3146, 1.8709, -4.8863], [-2.4062, -0.5577, -3.0284], [-2.7927, 1.1550, -3.0737], [-1.6064, 2.1381, 3.4138], [-1.3877, 2.9872, 1.8938], [2.2554, 2.0859, 2.4917], [0.0021, 3.8275, 3.6502], [1.7190, 4.1435, 3.7784], [1.0334, 2.7559, 4.6043], [0.3672, 4.1227, 1.2117], [1.3943, 3.0045, 0.2813], [2.1137, 4.2174, 1.3346], [0.5941, -1.0259, 2.8304], [0.9905, 0.8110, 5.2153], [2.2931, 0.3902, 4.0896], [1.4765, -0.8587, 5.0205], [-1.3469, 0.3008, 4.7789], [-0.9759, -1.4074, 4.6348], [-1.9013, -0.5849, 3.3697], [-3.2512, 3.8774, 2.6153], [-5.4612, 4.8994, 2.3669], [-7.3336, 3.6441, 1.3630], [-6.9957, 1.2924, 0.6452], [-7.0259, -1.4221, 0.5437], [-7.9536, -2.0779, -1.6623], [-6.6777, -1.5844, -3.7184], [-4.4866, -0.5138, -3.6109], [-6.5815, -0.2582, 2.8606], [-6.6608, -1.9499, 4.6735], [-4.8662, -3.6357, 4.8530], [-2.9797, -3.6329, 3.2927], [-1.8407, -3.7145, 1.1714], [-1.1192, -2.6745, 2.3951], [1.8311, -3.6658, 0.0716], [-0.1964, -5.0460, 1.9077], [1.2599, -5.7313, 1.2128], [-0.1099, -5.3593, 0.1742], [1.0139, -3.2252, 2.9950], [2.1851, -2.2104, 2.1308], [2.5213, -3.9127, 2.4171], [-0.7788, -1.9717, -1.9985], [0.4209, -4.7670, -1.7131], [1.2889, -3.3335, -2.2616], [-0.0546, -3.9704, -3.1996], [-2.0878, -4.5567, -1.0244], [-2.4008, -3.6973, -2.5209], [-2.8629, -2.9681, -0.9807], [0.5585, 2.6467, -1.5249], [-2.4971, 2.9692, -1.4368], [-1.3321, 4.1230, -0.7880], [-1.4825, 2.5137, -0.0766], [-1.3939, 3.5261, -3.7016], [0.3242, 3.1703, -3.9702], [-0.1609, 4.4816, -2.9058], [4.1810, 0.0143, 1.9880], [4.8002, -0.3968, 0.6474], [4.5547, -1.9033, 0.4874], [6.3190, -0.1887, 0.7126], [3.9123, 0.5037, -0.7547], [2.3604, 0.6827, -0.4727], [4.2499, -0.4311, -2.3566], [5.7123, -0.8052, -2.6306], [3.7602, 0.4580, -3.5110], [3.4082, -1.7131, -2.3842], [4.6158, 2.2430, -0.9181], [3.6776, 3.1113, -1.7735], [6.0265, 2.3315, -1.5148], [4.6482, 2.8740, 0.4838], [4.4991, -0.6983, 2.7523], [3.0903, -0.0006, 1.9389], [4.4957, 1.0036, 2.3134], [4.8435, -2.4030, 1.4143], [5.1537, -2.3363, -0.3088], [3.5059, -2.1286, 0.2946], [6.7169, -0.8387, 1.4954], [6.5983, 0.8290, 0.9720], [6.8198, -0.4586, -0.2154], [6.3842, 0.0491, -2.6022], [5.7707, -1.2291, -3.6360], [6.0893, -1.5617, -1.9462], [4.4486, 1.2720, -3.7238], [2.7776, 0.8818, -3.3019], [3.6918, -0.1492, -4.4158], [3.8603, -2.5312, -1.8297], [3.3058, -2.0435, -3.4199], [2.4066, -1.5317, -1.9882], [3.7854, 2.9278, -2.8388], [3.9336, 4.1582, -1.6009], [2.6350, 2.9661, -1.4975], [6.0484, 2.0788, -2.5732], [6.7558, 1.7145, -0.9948], [6.3612, 3.3678, -1.4300], [3.6954, 2.7594, 0.9968], [4.8456, 3.9416, 0.3731], [5.4385, 2.4684, 1.1099]],
  "forces_ev_per_a": [[-0.5, 0.1, 0.0], [0.0, 0.0, 0.1], [0.0, 0.0, 0.0], [0.0, 0.0, 0.0], [0.1, 0.1, 0.0], [0.0, 0.0, 0.0], [0.1, -0.1, 0.1], [-0.3, 0.0, 0.1], [0.0, 0.0, -0.2], [0.0, -0.1, 0.0], [0.2, 0.1, 0.0], [-0.1, 0.0, 0.0], [0.0, 0.0, 0.0], [-0.1, 0.0, 0.0], [-0.1, 0.0, 0.0], [0.0, 0.0, -0.1], [0.0, 0.0, 0.0], [-0.1, -0.1, 0.0], [0.0, -0.1, 0.0], [0.0, 0.0, 0.0], [0.0, 0.0, 0.0], [0.0, 0.0, 0.0], [0.1, 0.1, 0.1], [0.1, 0.0, 0.0], [0.1, 0.0, -0.1], [0.0, 0.0, 0.0], [0.0, 0.0, 0.0], [0.0, 0.0, 0.0], [0.0, 0.0, 0.1], [0.0, 0.1, 0.1], [0.1, -0.1, 0.0], [0.0, 0.0, 0.0], [0.0, 0.0, 0.0], [0.0, 0.0, 0.0], [0.0, 0.0, 0.0], [-0.1, 0.0, -0.1], [0.0, 0.1, 0.0], [0.0, 0.1, 0.1], [0.3, -0.1, -0.2], [-0.1, -0.1, 0.0], [0.0, 0.0, -0.1], [0.0, 0.0, 0.0], [-0.1, 0.0, 0.0], [0.0, 0.0, 0.0], [0.0, -0.1, 0.1], [-0.1, 0.0, 0.0], [0.1, 0.0, 0.1], [0.0, 0.0, 0.0], [0.0, 0.0, 0.0], [0.0, 0.0, 0.0], [0.0, 0.0, 0.0], [-0.1, 0.0, 0.0], [0.0, 0.0, 0.0], [0.0, 0.0, 0.0], [0.0, 0.0, 0.0], [0.0, 0.0, 0.0], [0.0, 0.0, 0.0], [0.0, 0.0, 0.0], [0.0, 0.0, 0.0], [0.0, 0.0, 0.0], [0.0, 0.0, 0.0], [0.0, 0.0, 0.0], [0.0, -0.1, 0.0], [0.0, 0.0, 0.0], [0.1, 0.0, 0.0], [0.0, 0.0, 0.0], [-0.1, 0.0, 0.0], [0.0, 0.0, 0.0], [0.0, 0.0, 0.0], [0.0, 0.0, 0.0], [0.0, 0.0, 0.0], [0.0, 0.0, 0.0], [0.0, 0.0, 0.0], [0.0, 0.0, 0.0], [0.0, 0.0, 0.0], [0.0, 0.0, 0.0], [0.0, 0.0, 0.0], [0.0, 0.0, 0.0], [0.0, 0.0, 0.0], [0.0, 0.0, 0.0], [0.0, 0.0, 0.0], [0.0, 0.0, 0.0], [0.0, 0.0, 0.0], [0.0, 0.0, 0.0], [0.0, 0.0, 0.0], [0.0, 0.0, 0.0], [0.0, 0.0, 0.0], [0.0, 0.0, 0.0], [0.0, 0.0, 0.0], [0.0, 0.0, 0.0], [0.0, 0.0, 0.0], [0.0, 0.0, 0.0], [0.0, 0.0, 0.0], [0.0, 0.0, 0.0], [-0.1, 0.0, 0.0], [0.0, 0.0, 0.0], [0.0, 0.0, 0.0], [0.0, 0.0, 0.0], [0.0, 0.0, 0.0], [0.0, 0.0, 0.0], [0.0, 0.0, 0.0], [0.0, 0.0, 0.0], [0.0, 0.0, 0.0], [0.0, 0.0, 0.0], [0.0, 0.0, -0.1], [0.0, 0.0, 0.0], [0.0, 0.0, 0.0], [0.0, 0.0, 0.0], [0.0, 0.0, 0.0], [0.0, 0.0, -0.1], [0.0, 0.0, 0.1], [0.0, 0.0, 0.0], [-0.1, 0.2, 0.0], [0.3, -0.4, -0.1], [0.0, 0.0, 0.0], [0.0, 0.0, 0.0], [0.0, 0.0, 0.0], [0.0, 0.0, 0.0], [0.0, 0.0, 0.0], [0.0, 0.0, 0.0], [0.0, 0.0, 0.0], [0.0, 0.0, 0.0], [0.0, 0.0, 0.0], [0.0, 0.0, 0.0], [0.0, 0.0, 0.0], [0.0, 0.0, 0.0], [0.0, 0.0, 0.0], [0.0, 0.0, 0.0], [0.0, 0.0, 0.0], [0.0, 0.0, 0.0], [0.0, 0.0, 0.0], [0.0, -0.1, 0.0], [0.0, 0.0, 0.0], [0.0, 0.0, 0.0], [0.0, 0.0, 0.0], [0.0, 0.0, 0.0], [0.0, 0.0, 0.0], [0.0, 0.0, -0.1], [0.0, 0.0, 0.0], [0.0, 0.0, 0.0], [0.0, 0.0, 0.0], [0.0, 0.0, 0.0], [0.0, 0.0, 0.0], [0.0, 0.0, 0.0], [0.0, 0.0, 0.0], [0.0, 0.0, 0.0], [0.0, 0.0, 0.0], [0.0, 0.0, 0.0], [0.0, 0.0, 0.0]]
}